Record 1
The molecule C4H7NO2 at a distorted geometry. Source: the Open Molecules 2025 dataset; level of theory: the ωB97M-V functional and the def2-TZVPD basis.

Geometry (Å):
1 C -1.391 -1.169 -0.281
2 C -0.467 -0.048 -0.070
3 N -0.899 0.967 0.553
4 O -2.109 1.175 1.060
5 C 0.932 -0.084 -0.547
6 C 2.028 0.622 0.127
7 O 1.878 -0.779 0.277
8 H -2.416 -0.861 -0.293
9 H -1.214 -1.694 -1.196
10 H -1.332 -1.915 0.485
11 H -0.682 1.943 0.875
12 H 1.047 -0.311 -1.607
13 H 2.889 0.954 -0.453
14 H 1.824 1.206 1.022

Calculated values
**LUMO energy**: 0.0307 Eh
**Gap between HOMO and LUMO**: 9.68 eV
**Charge**: 0
**Electronic energy**: -9842.2073 eV
**Multiplicity**: 1
**Strongest force on any atom**: 0.09618 Eh/bohr
**Relative energy (zero: lowest compared OMol25 entry of this formula, charge and spin)**: 5.072 eV
**Highest occupied orbital energy**: -8.8 eV
**SMILES**: C/C(=[NH+]\[O-])[C@H]1CO1

Results of the natural (NBO) charge analysis, in e, for atoms 1 through 2:
1 C -0.67
2 C 0.18



Record 2
A structure of composition C28H27CoN5O3Te. Source: the Open Molecules 2025 dataset; level of theory: the ωB97M-V functional and the def2-TZVPD basis.

Geometry (Å):
1 Co -0.722 0.316 0.180
2 O 2.926 1.180 3.950
3 C 3.661 0.846 2.875
4 C 5.049 0.836 3.022
5 C 5.865 0.494 1.962
6 C 5.317 0.154 0.728
7 C 3.944 0.164 0.577
8 C 3.096 0.508 1.632
9 C 1.639 0.509 1.403
10 O 1.194 0.191 0.220
11 N 0.840 0.833 2.393
12 N -0.453 0.799 1.950
13 C -1.512 0.923 2.734
14 C -2.735 0.775 2.058
15 C -4.020 0.911 2.637
16 C -5.135 0.776 1.865
17 C -4.998 0.502 0.482
18 C -3.735 0.366 -0.029
19 N -2.614 0.481 0.704
20 H 1.974 1.114 3.689
21 H 5.459 1.100 3.988
22 H 6.939 0.490 2.098
23 H 5.956 -0.115 -0.102
24 H 3.488 -0.095 -0.369
25 H -1.420 1.110 3.796
26 H -4.093 1.125 3.696
27 H -6.118 0.880 2.305
28 H -5.858 0.396 -0.162
29 H -3.587 0.153 -1.081
30 N -0.299 7.368 -0.912
31 C 0.031 6.410 -1.821
32 O 0.486 6.665 -2.915
33 C -0.219 4.989 -1.393
34 C 0.555 3.988 -1.960
35 C 0.336 2.680 -1.571
36 N -0.606 2.332 -0.694
37 C -1.357 3.293 -0.157
38 C -1.195 4.631 -0.473
39 H -0.041 8.314 -1.139
40 H -0.417 7.134 0.058
41 H 1.315 4.238 -2.687
42 H 0.949 1.873 -1.956
43 H -2.110 2.972 0.551
44 H -1.847 5.367 -0.022
45 C 0.318 -7.099 -1.054
46 C 0.007 -5.652 -1.306
47 C 0.062 -5.116 -2.586
48 C -0.208 -3.777 -2.832
49 C -0.122 -3.283 -4.252
50 C -0.548 -2.943 -1.747
51 Te -0.838 -0.916 -2.150
52 C -0.638 -3.471 -0.443
53 C -1.028 -2.662 0.761
54 C -0.351 -4.816 -0.256
55 H 0.532 -7.627 -1.982
56 H -0.519 -7.596 -0.561
57 H 1.186 -7.197 -0.399
58 H 0.326 -5.758 -3.418
59 H 0.122 -4.106 -4.922
60 H 0.645 -2.516 -4.365
61 H -1.066 -2.846 -4.581
62 H -1.896 -2.030 0.560
63 H -0.202 -2.026 1.089
64 H -1.292 -3.319 1.589
65 H -0.415 -5.224 0.747

Calculated values
**LUMO energy (spin up / spin down)**: -0.0020 / -0.0890 Eh
**Gap between HOMO and LUMO (spin up / spin down)**: 5.41 / 5.12 eV
**Charge**: 0
**Electronic energy**: -87987.9155 eV
**Multiplicity**: 4
**Strongest force on any atom**: 0.00622 Eh/bohr
**Relative energy (zero: lowest compared OMol25 entry of this formula, charge and spin)**: 0.000 eV
**Highest occupied orbital energy (spin up / spin down)**: -5.5 / -7.5 eV
**<S²>**: 3.792

Results of the natural (NBO) charge analysis, in e, for atoms 1 through 2:
1 Co 0.99
2 O -0.69



Record 3
The molecule C5H6N2 at a distorted geometry. Source: the Open Molecules 2025 dataset; level of theory: the ωB97M-V functional and the def2-TZVPD basis.

Geometry (Å):
1 C -0.540 -1.407 0.449
2 C -0.578 0.067 -1.548
3 C -0.183 -0.271 -0.199
4 C -0.027 -1.372 1.767
5 C 0.647 -0.009 1.834
6 N -1.286 -0.745 -2.201
7 N 0.455 0.653 0.567
8 H -1.097 -2.276 0.126
9 H -0.304 1.095 -2.035
10 H 0.108 0.431 2.553
11 H 1.710 -0.262 2.198
12 H -1.518 -0.321 -3.100
13 H 1.252 1.175 0.222

Calculated values
**LUMO energy**: -0.0197 Eh
**Gap between HOMO and LUMO**: 7.32 eV
**Charge**: 0
**Electronic energy**: -8258.1922 eV
**Multiplicity**: 1
**Strongest force on any atom**: 0.09279 Eh/bohr
**Relative energy (zero: lowest compared OMol25 entry of this formula, charge and spin)**: 4.166 eV
**Highest occupied orbital energy**: -7.9 eV

Results of the natural (NBO) charge analysis, in e, for atoms 1 through 2:
1 C -0.42
2 C 0.07



Record 4
A structure of composition F24InP4 at a distorted geometry. Source: the Open Molecules 2025 dataset; level of theory: the ωB97M-V functional and the def2-TZVPD basis.

Geometry (Å):
1 In -0.001 -0.126 -0.114
2 P 0.897 -0.998 3.405
3 F -0.660 -0.562 3.078
4 F 0.880 0.088 4.663
5 F 0.322 -2.256 4.189
6 F 2.412 -1.491 3.685
7 F 0.867 -1.963 2.024
8 F 1.256 0.295 2.444
9 P 2.212 2.940 0.187
10 F 2.517 1.287 0.376
11 F 1.226 2.535 -1.122
12 F 1.037 2.559 1.160
13 F 1.732 4.511 0.068
14 F 3.389 3.282 1.312
15 F 3.406 3.146 -0.930
16 P -1.312 -3.789 -0.424
17 F -1.094 -4.745 -1.713
18 F -1.493 -5.170 0.506
19 F 0.281 -3.609 -0.106
20 F -1.668 -2.793 0.785
21 F -1.092 -2.498 -1.415
22 F -2.867 -3.660 -0.785
23 P -1.756 1.839 -3.047
24 F -0.292 1.222 -2.883
25 F -2.156 0.737 -4.161
26 F -2.237 0.860 -1.837
27 F -3.244 2.586 -3.076
28 F -1.313 2.956 -1.949
29 F -1.249 2.815 -4.319

Calculated values
**LUMO energy (spin up / spin down)**: 0.1159 / -0.0639 Eh
**Gap between HOMO and LUMO (spin up / spin down)**: 10.74 / 5.85 eV
**Charge**: -2
**Electronic energy**: -107573.6008 eV
**Multiplicity**: 2
**Strongest force on any atom**: 0.06620 Eh/bohr
**Relative energy (zero: lowest compared OMol25 entry of this formula, charge and spin)**: 0.343 eV
**Highest occupied orbital energy (spin up / spin down)**: -7.6 / -7.6 eV
**<S²>**: 0.752

Results of the natural (NBO) charge analysis, in e, for atoms 1 through 2:
1 In 1.70
2 P 2.59



Record 5
A cluster of 2 separate species, C4H12N4 in total at a distorted geometry. Source: the Open Molecules 2025 dataset; level of theory: the ωB97M-V functional and the def2-TZVPD basis.

Geometry (Å):
1 C 1.635 1.967 -2.858
2 C 0.440 2.016 -1.927
3 C 0.487 2.247 -0.580
4 N -0.596 2.296 0.375
5 H 2.545 2.311 -2.356
6 H 1.838 1.020 -3.362
7 H 1.448 2.627 -3.711
8 H -0.570 1.784 -2.314
9 H 1.431 2.550 -0.092
10 H -0.345 1.783 1.183
11 H -1.489 1.888 0.008
12 N -0.032 -1.369 2.417
13 C -0.439 -2.056 1.370
14 N -1.046 -3.286 1.333
15 N -0.218 -1.573 0.050
16 H -0.269 -1.994 3.202
17 H -1.484 -3.569 2.224
18 H -1.481 -3.626 0.493
19 H -0.974 -1.748 -0.596
20 H -0.139 -0.548 0.067

Calculated values
**LUMO energy**: 0.0243 Eh
**Gap between HOMO and LUMO**: 8.90 eV
**Charge**: 0
**Electronic energy**: -10302.4562 eV
**Multiplicity**: 1
**Strongest force on any atom**: 0.05748 Eh/bohr
**Relative energy (zero: lowest compared OMol25 entry of this formula, charge and spin)**: 0.815 eV
**Highest occupied orbital energy**: -8.2 eV
**SMILES**: C/C=C/N.N=C(N)N

Results of the natural (NBO) charge analysis, in e, for atoms 1 through 2:
1 C -0.63
2 C -0.28



Record 6
A cluster of 11 separate species, C19H18Cl30INOP in total at a distorted geometry. Source: the Open Molecules 2025 dataset; level of theory: the ωB97M-V functional and the def2-TZVPD basis.

Geometry (Å):
1 O 7.739 -0.352 -0.201
2 P 6.823 -0.870 -1.478
3 I 7.440 -3.205 -1.836
4 C 5.116 -0.866 -0.731
5 C 4.251 -1.889 -0.961
6 C 2.967 -1.870 -0.336
7 C 2.093 -2.964 -0.529
8 C 0.866 -2.933 0.072
9 C 0.488 -1.806 0.835
10 C 1.310 -0.739 1.040
11 C 2.612 -0.752 0.459
12 C 3.563 0.261 0.620
13 N 4.765 0.189 0.061
14 H 7.538 -0.937 0.551
15 H 4.534 -2.721 -1.589
16 H 2.440 -3.792 -1.134
17 H 0.186 -3.766 -0.049
18 H -0.509 -1.758 1.289
19 H 1.002 0.095 1.651
20 H 3.371 1.161 1.224
21 H 5.426 0.936 0.240
22 C -3.572 0.336 1.831
23 Cl -4.850 -0.856 1.573
24 Cl -1.983 -0.390 1.524
25 Cl -3.816 1.746 0.812
26 H -3.610 0.651 2.866
27 C -7.307 3.265 -0.614
28 Cl -6.996 1.792 0.306
29 Cl -5.789 4.080 -1.028
30 Cl -8.222 2.899 -2.069
31 H -7.891 3.934 0.005
32 C -5.076 -2.800 -1.624
33 Cl -6.274 -4.060 -1.908
34 Cl -3.441 -3.414 -1.912
35 Cl -5.399 -1.390 -2.628
36 H -5.141 -2.497 -0.588
37 C 4.525 -1.629 4.512
38 Cl 2.982 -1.711 3.664
39 Cl 5.861 -1.716 3.357
40 Cl 4.629 -0.161 5.475
41 H 4.596 -2.481 5.177
42 C -1.783 -1.373 5.628
43 Cl -3.329 -1.464 4.782
44 Cl -0.434 -1.448 4.485
45 Cl -1.689 0.093 6.599
46 H -1.711 -2.226 6.289
47 C 2.440 0.129 -4.342
48 Cl 1.173 -0.787 -5.146
49 Cl 2.065 1.851 -4.324
50 Cl 2.682 -0.472 -2.683
51 H 3.364 -0.013 -4.887
52 C 10.577 -0.841 1.959
53 Cl 11.916 -0.651 3.082
54 Cl 11.078 -1.706 0.513
55 Cl 9.221 -1.673 2.739
56 H 10.239 0.144 1.663
57 C -5.580 5.790 -4.405
58 Cl -5.258 7.427 -3.829
59 Cl -7.088 5.730 -5.316
60 Cl -4.234 5.192 -5.379
61 H -5.682 5.146 -3.543
62 C 0.478 3.646 1.389
63 Cl -0.473 3.324 2.834
64 Cl 1.849 2.508 1.292
65 Cl -0.505 3.526 -0.060
66 H 0.879 4.649 1.455
67 C -9.354 -0.743 -3.812
68 Cl -8.627 -0.641 -2.208
69 Cl -10.805 -1.742 -3.777
70 Cl -9.722 0.870 -4.436
71 H -8.639 -1.207 -4.479

Calculated values
**LUMO energy**: -0.1518 Eh
**Gap between HOMO and LUMO**: 7.72 eV
**Charge**: +1
**Electronic energy**: -416588.6232 eV
**Multiplicity**: 1
**Strongest force on any atom**: 0.03832 Eh/bohr
**Relative energy (zero: lowest compared OMol25 entry of this formula, charge and spin)**: 0.000 eV
**Highest occupied orbital energy**: -11.8 eV

Results of the Löwdin charge analysis, in e, for atoms 1 through 2:
1 O -0.42
2 P 0.54